Formula: C13H40O7
Source: OMol25
Level of theory: wB97M-V/def2-TZVPD

Properties
Spin multiplicity: 2
Expectation value of S²: 0.754
E_LUMO (spin up / spin down), eV: -2.147 / -6.463
HOMO level (spin up / spin down), eV: -12.437 / -12.431
Electronic energy, eV: -28452.32443
Energy relative to the best compared isomer or geometry (same formula, charge and spin), kcal per mole: 0.38
Charge: +1

```
60
Properties=species:S:1:pos:R:3:lowdin_charge:R:1
O -0.61341 -0.64218 0.53639 0.2943
H 0.07952 -1.06672 1.04748 0.0834
H -0.24623 -0.23868 -0.25352 0.0952
H -0.97375 0.04505 1.10162 0.0966
C 1.83843 2.70073 -1.33191 0.0053
C 1.96656 1.19541 -1.63725 -0.4553
C 3.09200 0.53637 -0.85473 -0.0394
O 0.71839 0.57652 -1.51955 -0.0073
H 1.55622 2.79273 -0.28310 0.0768
H 1.09335 3.23468 -1.92170 0.0856
H 2.76105 3.26745 -1.45722 0.1016
H 2.32228 1.04429 -2.65643 0.1650
H 3.24496 -0.47864 -1.22142 0.0785
H 2.87199 0.43640 0.20814 0.0678
H 4.05042 1.05221 -0.91347 0.0992
C -3.39642 -1.50862 3.38428 -0.0665
C -4.26335 -0.31275 3.78110 -0.3019
O -3.56875 0.87785 3.55257 -0.0772
H -2.55174 -1.63836 4.06089 0.0748
H -2.98894 -1.38126 2.38137 0.0637
H -3.95766 -2.44288 3.40059 0.0830
H -4.66516 -0.40196 4.79039 0.1198
H -5.15382 -0.29401 3.15276 0.1168
H -4.24366 1.54352 3.70411 0.1129
C -2.90913 3.13197 -3.98481 -0.0769
C -1.72425 2.26125 -3.57825 -0.3378
O -1.73994 2.17145 -2.17793 -0.0774
H -3.86600 2.68105 -3.72177 0.0779
H -2.83586 3.22219 -5.06860 0.0760
H -2.86205 4.14149 -3.57646 0.0770
H -0.80158 2.73816 -3.90886 0.1046
H -1.74160 1.31063 -4.11129 0.1098
H -1.00864 1.58076 -1.98329 0.0206
C 1.27705 1.39828 2.93166 -0.0635
C -0.12254 1.50319 3.48993 -0.2680
O -1.04088 0.94628 2.57853 -0.1180
H 1.34019 1.87090 1.95149 0.0627
H 1.69647 0.39287 2.96830 0.0608
H 1.93763 1.99605 3.55967 0.0862
H -0.41445 2.55136 3.55501 0.1245
H -0.32149 0.96106 4.41438 0.1278
H -1.93197 0.94342 2.93566 0.0378
C 0.41296 -3.35850 -4.10393 -0.0547
C 0.83918 -2.07711 -3.28541 -0.3242
O -0.08215 -1.08063 -3.62107 -0.0642
H 1.23704 -4.07174 -4.08794 0.0701
H 0.06479 -3.13607 -5.11259 0.0761
H -0.47658 -3.80765 -3.66224 0.0682
H 1.88381 -1.83915 -3.48598 0.1016
H 0.85653 -2.26127 -2.21123 0.0865
H 0.15829 -0.35403 -3.04154 0.0203
C 3.45145 -2.48538 1.78713 -0.0691
C 2.06682 -2.69905 1.23778 -0.2916
O 1.16294 -1.99834 2.05180 -0.1063
H 3.75515 -1.43894 1.75836 0.0711
H 4.18487 -2.96004 1.13527 0.0891
H 3.54510 -2.77544 2.83365 0.0864
H 1.69726 -3.72131 1.31831 0.1288
H 2.04336 -2.29157 0.22709 0.1004
H 1.29592 -2.34328 2.93777 0.1147
```

Formula: C13H41N3O16S2
Source: OMol25
Level of theory: wB97M-V/def2-TZVPD

Properties
Spin multiplicity: 1
E_LUMO, eV: -0.663
HOMO level, eV: -10.195
Electronic energy, eV: -73033.83537
Structure (SMILES): CCOS(C)(=O)=O.CCOS(C)(=O)=O.C[N+](=O)[O-].C[N+](=O)[O-].C[N+](=O)[O-].CO.CO.CO.CO

```
75
Properties=species:S:1:pos:R:3:lowdin_charge:R:1
C -10.73437 9.10376 26.83745 -0.1752
O -11.62562 8.12958 27.24998 -0.1007
H -10.40128 8.89966 25.81986 0.0456
H -11.16078 10.09239 26.66750 0.0775
H -9.92597 9.07900 27.56819 0.0935
H -11.79908 8.32358 28.17404 0.0924
C -8.35354 4.65953 25.48811 -0.1731
O -7.20090 3.83622 25.39019 -0.1047
H -8.97081 4.50732 26.37350 0.0757
H -8.10460 5.71905 25.42861 0.0639
H -8.96862 4.55271 24.59459 0.0652
H -6.68020 4.07083 26.16183 0.0755
C -11.98664 3.52696 26.25416 -0.1694
O -11.57816 3.60344 27.59872 -0.1191
H -12.76041 4.21711 25.91793 0.0740
H -11.11047 3.70613 25.63100 0.0538
H -12.38806 2.53879 26.02948 0.0798
H -10.99402 2.85949 27.76286 0.0747
C -10.90309 7.23411 23.81038 -0.1433
O -12.03313 6.70989 24.50784 -0.1315
H -10.67047 6.79084 22.84214 0.0534
H -11.00023 8.31081 23.67115 0.0664
H -10.13534 7.02679 24.55581 0.0736
H -12.19673 7.19014 25.32282 0.0415
O -14.77456 12.42422 24.79513 -0.2928
S -14.11113 11.25767 24.17429 0.6461
O -12.75432 10.97781 24.47482 -0.2846
O -15.06454 9.95217 24.38229 -0.2462
C -14.60986 8.69290 24.05337 -0.3227
C -15.69790 7.61549 23.93033 -0.0393
C -14.33488 11.40080 22.34832 -0.0956
H -13.91978 8.40111 24.84504 0.0997
H -13.96960 8.63858 23.17291 0.1013
H -15.96317 7.66829 22.87442 0.0778
H -16.50183 7.80522 24.64152 0.0813
H -15.40114 6.62639 24.27922 0.0779
H -13.87827 10.58585 21.78666 0.0312
H -13.77607 12.29356 22.06760 0.0701
H -15.42103 11.44284 22.26696 0.0711
O -7.49678 8.46770 22.16601 -0.3205
S -7.03558 7.42060 21.28646 0.7065
O -6.72090 7.59607 19.86699 -0.2906
O -5.64757 6.88477 22.07527 -0.2576
C -5.64093 6.79824 23.46475 -0.3232
C -4.23240 6.65646 24.03429 -0.0415
C -8.06545 5.81433 21.45000 -0.0601
H -6.27450 5.97195 23.78713 0.0959
H -6.03821 7.72183 23.88576 0.0828
H -3.87243 7.67997 24.13893 0.0759
H -3.56813 6.27868 23.25703 0.0791
H -4.18576 6.06826 24.95078 0.0788
H -7.39606 5.00475 21.15913 0.0719
H -8.93468 5.91790 20.80053 0.0491
H -8.41135 5.66276 22.47248 0.0380
C -13.21508 5.51163 21.63799 0.0371
N -12.66261 4.26482 22.18931 -0.3944
O -13.46542 3.31421 22.30505 0.0447
O -11.44971 4.13946 22.38816 0.0465
H -14.19353 5.69901 22.08029 0.0896
H -13.19060 5.56060 20.54936 0.1127
H -12.62672 6.33329 22.04642 0.0577
C -10.06808 10.23926 20.26127 0.0598
N -10.96783 9.14492 20.71268 -0.4023
O -11.91229 9.42547 21.41701 0.0511
O -10.60307 8.00690 20.39902 0.0513
H -9.92002 10.90298 21.11313 0.0945
H -10.54049 10.77130 19.43552 0.1055
H -9.10371 9.85874 19.92467 0.0951
C -8.31366 10.74074 24.23194 0.0307
N -6.88344 10.95894 23.95693 -0.4119
O -6.06363 10.05971 24.22931 0.0370
O -6.54305 12.05893 23.55179 0.0689
H -8.89850 11.27514 23.48329 0.0929
H -8.51865 11.16138 25.21639 0.1080
H -8.60066 9.68926 24.22041 0.0762
```

Formula: C13H41NO7
Source: OMol25
Level of theory: wB97M-V/def2-TZVPD

Properties
Spin multiplicity: 1
E_LUMO, eV: 0.334
HOMO level, eV: -8.993
Electronic energy, eV: -29967.10017
Energy relative to the best compared isomer or geometry (same formula, charge and spin), kcal per mole: 0.00
Structure (SMILES): COC[C@H](C)N.CC(C)O.CC(C)O.CC(C)O.O.O.O

```
62
Properties=species:S:1:pos:R:3:lowdin_charge:R:1
C -0.73985 -2.87441 -2.13583 -0.0653
C -1.74852 -2.93453 -3.23113 -0.4561
C -3.20370 -2.47276 -2.86491 -0.0489
O -1.36217 -1.88356 -4.08252 -0.0919
H 0.30201 -2.98348 -2.43705 0.0854
H -0.83036 -3.74705 -1.48900 0.0761
H -0.80476 -1.95014 -1.56172 0.0576
H -1.83898 -3.90382 -3.72142 0.1350
H -3.87722 -2.52866 -3.72010 0.0737
H -3.25279 -1.45254 -2.48431 0.0526
H -3.65213 -3.12684 -2.11712 0.0660
H -1.41533 -1.00890 -3.69042 0.0250
C 3.45138 -1.52036 0.68773 -0.0289
C 4.08711 -1.79887 2.07527 -0.5084
C 4.32674 -0.63253 2.97152 -0.0476
O 3.33024 -2.74475 2.74950 -0.0533
H 2.78797 -0.65573 0.70809 0.0515
H 2.83444 -2.39300 0.47330 0.0949
H 4.23498 -1.29394 -0.03532 0.0859
H 5.04631 -2.22926 1.78750 0.1334
H 4.66990 0.17754 2.32800 0.0851
H 5.08636 -0.88658 3.71079 0.0826
H 3.43428 -0.27723 3.48667 0.0843
H 3.87545 -3.03029 3.48626 0.1095
C 0.00578 1.71071 3.10306 -0.0524
C 0.51717 2.90598 2.24618 -0.3998
C 1.85811 2.59121 1.50490 -0.0425
O -0.45839 3.04094 1.20251 -0.0868
H 0.69486 1.46874 3.91221 0.0669
H 0.09389 0.76695 2.56487 0.0474
H -0.99605 1.86664 3.50319 0.0768
H 0.48974 3.81940 2.84033 0.1347
H 2.62810 2.35552 2.23952 0.0607
H 2.28943 3.49242 1.06913 0.0793
H 1.97789 1.71718 0.86473 0.0519
H -0.32483 2.30477 0.60100 0.0301
O -0.02313 0.08996 -0.05976 -0.0599
H 0.26776 -0.43264 0.68756 0.0104
H -0.97231 0.15310 0.04648 -0.0088
O 2.67724 0.40488 -1.74982 -0.0478
H 3.35013 0.12309 -1.13010 -0.0105
H 1.87554 0.45131 -1.22889 -0.0137
O 0.69568 -2.00007 2.13909 -0.0379
H 0.35074 -2.05286 3.03042 0.0487
H 1.53509 -2.45835 2.17905 -0.0057
C -2.40179 2.90554 -2.98000 -0.0420
C -1.96738 1.83841 -1.94117 -0.3930
C -3.12207 1.41802 -0.96875 -0.1389
O -2.59117 0.54052 0.05468 -0.2278
C -3.41190 0.51417 1.21502 -0.0844
N -1.27784 0.72929 -2.63275 0.0641
H -2.79801 3.75705 -2.42678 0.0729
H -3.17759 2.53018 -3.64733 0.0811
H -1.52957 3.28928 -3.50924 0.0770
H -1.25000 2.25194 -1.23232 0.1121
H -3.81612 0.86023 -1.59745 0.1220
H -3.61139 2.32744 -0.62001 0.1291
H -3.37077 1.50878 1.65907 0.0891
H -3.09587 -0.21097 1.96495 0.0918
H -4.46908 0.28435 1.08219 0.0884
H -0.94857 0.14024 -1.88127 0.0264
H -0.43468 1.14832 -2.99825 0.0933
```

Formula: C13H42NO6
Source: OMol25
Level of theory: wB97M-V/def2-TZVPD

Properties
Spin multiplicity: 1
E_LUMO, eV: -2.194
HOMO level, eV: -12.932
Electronic energy, eV: -27932.21750
Energy relative to the best compared isomer or geometry (same formula, charge and spin), kcal per mole: 0.00
Charge: +1

```
62
Properties=species:S:1:pos:R:3:lowdin_charge:R:1
N 0.74017 -0.08773 -0.06002 0.2943
H 1.58795 -0.38835 0.44992 0.0782
H 0.99105 0.70798 -0.69014 0.0897
H 0.04918 0.21187 0.63369 0.0704
H 0.38923 -0.88176 -0.61259 0.0836
C 0.81571 -1.91537 4.73184 -0.1324
O 1.44256 -1.45168 3.53088 -0.1435
H -0.08413 -2.51380 4.55941 0.0778
H 1.52365 -2.55175 5.25590 0.0824
H 0.54981 -1.03997 5.33079 0.0804
H 0.88294 -0.75043 3.17758 0.0246
C -3.86068 -1.54336 0.71368 -0.0500
C -3.28734 -0.32140 -0.00605 -0.4650
C -4.19901 0.88846 0.07424 -0.0535
O -2.03880 0.00263 0.62178 -0.0892
H -4.15392 -1.31656 1.74052 0.0855
H -3.10911 -2.33474 0.75728 0.0733
H -4.69734 -1.97725 0.16220 0.0875
H -3.11328 -0.58373 -1.04955 0.1372
H -3.77537 1.72163 -0.49448 0.0781
H -4.26463 1.26855 1.09878 0.0829
H -5.21595 0.75116 -0.29215 0.0871
H -2.18413 0.11210 1.56471 0.0755
C -0.14788 2.05666 -3.08507 -0.0476
C 1.32460 1.67592 -2.95427 -0.4869
C 2.13950 2.34223 -4.05644 -0.0433
O 1.85473 1.93482 -1.65340 -0.0790
H -0.34888 3.02059 -2.60787 0.0871
H -0.77718 1.35874 -2.52196 0.0671
H -0.41145 2.05641 -4.13899 0.0879
H 1.33313 0.59541 -3.11796 0.1237
H 1.95987 1.81187 -4.99112 0.0882
H 3.18481 2.46457 -3.78359 0.0853
H 1.72904 3.33915 -4.25718 0.0853
H 1.90104 2.88862 -1.50813 0.1115
C 1.47066 -3.33640 -1.10758 -0.0514
C 0.51236 -3.12529 -2.28346 -0.4460
C -0.70844 -4.02765 -2.04327 -0.0545
O 0.03421 -1.76024 -2.30065 -0.0953
H 1.00051 -3.02788 -0.17486 0.0774
H 2.42715 -2.82980 -1.23994 0.0789
H 1.66176 -4.40783 -1.08461 0.0892
H 0.95512 -3.36886 -3.24968 0.1411
H -1.17728 -3.78587 -1.09042 0.0771
H -0.50639 -5.09770 -2.08264 0.0861
H -1.42311 -3.83767 -2.85134 0.0801
H -0.37506 -1.65352 -3.16705 0.0998
C 1.93670 2.64385 2.28971 -0.0347
C 0.46160 2.46579 2.60512 -0.4303
C -0.42635 3.24976 1.65209 -0.0449
O 0.17720 1.04261 2.46250 -0.1060
H 2.59184 1.96060 2.82819 0.0851
H 2.21686 3.67905 2.48107 0.0925
H 2.10701 2.39563 1.23753 0.0684
H 0.23338 2.75730 3.63301 0.1442
H -0.25185 4.32755 1.65825 0.0910
H -1.48839 3.05276 1.81089 0.0796
H -0.25554 2.99747 0.59805 0.0711
H -0.60283 0.94331 3.02678 0.1005
O 3.25122 -0.82301 1.08739 -0.0509
H 4.15633 -0.89805 0.76278 0.0682
H 3.29141 -1.08737 2.01989 0.0495
```

- Which of these has the highest electronic energy?
  C13H42NO6

- Which formula does entry 2 have?
  C13H41N3O16S2

- Among the records above, which one has the highest spin multiplicity?
  C13H40O7